Record 1
Entry from the OMol25 dataset: 2 unconnected molecules or ions with the total composition C6H14N2O2 (ωB97M-V with the def2-TZVPD basis set).

Properties
- E_HOMO: -9.1 eV
- SMILES: CNC(C)=O.CNC(C)=O
- Max |F|: 2.01 eV/A
- Orbital gap: 9.64 eV

Geometry as ORCA input:
```
! wB97M-V def2-TZVPD RIJCOSX def2/J DEFGRID3
* xyz 0 1
H 1.101 2.791 2.397
H -1.879 -3.376 -0.771
H 2.182 -1.433 -0.724
H -0.475 -0.031 -0.304
C -1.259 -2.529 -1.039
C -2.124 1.145 -0.770
H 2.744 0.923 -0.066
H 3.368 -1.227 0.607
H -2.577 1.416 0.176
H -1.346 -2.540 -2.135
O 0.238 0.305 1.749
H 0.634 2.935 0.710
H 1.623 -1.572 0.921
H -2.928 1.022 -1.453
H -0.263 -2.534 -0.620
C -2.064 -1.276 -0.744
H -1.480 1.966 -1.073
N 2.022 0.366 0.363
C 2.354 -1.062 0.288
O -3.276 -1.313 -0.620
N -1.378 -0.095 -0.743
C 1.297 2.414 1.400
H 2.293 2.787 1.151
C 1.195 0.918 1.298
*
```

Results of the Löwdin charge analysis, in e, for atoms 1 through 5:
1. H 0.08
2. H 0.08
3. H 0.08
4. H 0.08
5. C 0.01

Record 2
Entry from the OMol25 dataset: 2 unconnected molecules or ions with the total composition C6H14N2O2 (ωB97M-V with the def2-TZVPD basis set).

Properties
- E_HOMO: -9.5 eV
- SMILES: CCC(N)=O.CCC(N)=O
- Max |F|: 2.34 eV/A
- Orbital gap: 10.14 eV

Geometry as ORCA input:
```
! wB97M-V def2-TZVPD RIJCOSX def2/J DEFGRID3
* xyz 0 1
H 1.159 -0.328 2.614
O -1.556 -0.841 0.788
H 2.062 1.458 -1.135
C 1.374 0.611 -1.304
O -0.005 2.110 -2.630
H -0.775 -2.613 2.731
H 1.306 0.082 -0.373
H 0.846 -3.204 2.560
N -1.155 0.809 2.286
H 1.497 -1.071 -2.821
H -0.624 1.025 3.112
C 0.072 1.159 -1.878
H 2.270 0.545 -3.136
H -1.865 0.804 -2.038
N -1.036 0.387 -1.650
H -1.037 -0.465 -1.102
H 3.030 -0.641 -2.100
H 0.975 -1.210 1.103
C -0.800 -0.339 1.588
C 0.486 -0.971 2.066
H -1.597 1.579 1.812
C 2.079 -0.248 -2.409
C 0.268 -2.301 2.808
H 0.530 -2.135 3.853
*
```

Results of the Löwdin charge analysis, in e, for atoms 1 through 5:
1. H 0.11
2. O 0.04
3. H 0.12
4. C -0.15
5. O 0.04

Record 3
Entry from the OMol25 dataset: 2 unconnected molecules or ions with the total composition C6H14N2O2 (ωB97M-V with the def2-TZVPD basis set).

Properties
- E_HOMO: -9.8 eV
- SMILES: CNC(C)=O.CNC(C)=O
- Max |F|: 7.17 eV/A
- Orbital gap: 10.38 eV

Geometry as ORCA input:
```
! wB97M-V def2-TZVPD RIJCOSX def2/J DEFGRID3
* xyz 0 1
H 2.356 0.407 -0.949
H 0.899 1.387 -2.022
H -0.356 0.056 -2.475
H 1.230 -0.295 1.482
H -1.483 1.889 1.886
C -1.610 1.956 -0.216
C 2.537 -0.631 -0.838
N 1.045 -1.157 1.206
O 1.130 -2.544 -0.520
H -0.535 -2.920 1.044
H 2.623 -0.961 -1.855
C -2.156 1.520 1.066
O -1.693 3.162 -0.460
C -0.176 1.098 -2.050
H -2.407 0.431 1.297
H -0.667 1.967 -2.634
C -0.162 -2.013 1.625
H -0.552 0.080 -0.208
H -1.005 -1.350 1.872
H 0.135 -2.610 2.565
H 3.374 -0.845 -0.227
N -0.880 0.946 -0.752
H -3.169 1.888 1.256
C 1.525 -1.459 -0.092
*
```

Results of the Löwdin charge analysis, in e, for atoms 1 through 5:
1. H 0.05
2. H 0.06
3. H 0.11
4. H 0.05
5. H 0.11

Record 4
Entry from the OMol25 dataset: a single C6H14N2O2 molecule (ωB97M-V with the def2-TZVPD basis set).

Properties
- E_HOMO: -9.0 eV
- SMILES: NCCCC[C@H](N)C(=O)O
- Max |F|: 4.95 eV/A
- Orbital gap: 9.75 eV

Geometry as ORCA input:
```
! wB97M-V def2-TZVPD RIJCOSX def2/J DEFGRID3
* xyz 0 1
H -3.847 1.174 -0.098
H 2.121 1.343 0.104
H 0.222 -0.982 0.943
C 2.707 -0.756 0.162
O -3.022 -1.749 -0.927
H 0.982 0.157 1.835
H -0.579 2.005 0.150
C 0.512 0.064 0.828
C -0.807 1.048 0.528
N 3.898 -0.439 -0.614
H -3.158 -2.618 -0.426
H 3.496 0.056 -1.427
H 4.630 -1.099 -0.794
N -2.986 1.494 -0.606
H 1.444 0.344 -1.206
H -1.570 0.270 -1.464
H 2.874 -0.517 1.210
O -2.549 -1.250 1.124
C -2.530 -0.856 -0.045
H -2.471 2.267 -0.207
H -1.459 1.163 1.404
C 1.666 0.326 -0.114
C -1.944 0.432 -0.440
H 2.371 -1.877 0.079
*
```

Results of the Löwdin charge analysis, in e, for atoms 1 through 5:
1. H 0.10
2. H 0.14
3. H 0.10
4. C -0.33
5. O 0.09

Record 5
Entry from the OMol25 dataset: 2 unconnected molecules or ions with the total composition C6H14N2O2 (ωB97M-V with the def2-TZVPD basis set).

Properties
- E_HOMO: -9.4 eV
- SMILES: CNC(C)=O.CNC(C)=O
- Max |F|: 1.26 eV/A
- Orbital gap: 10.37 eV

Geometry as ORCA input:
```
! wB97M-V def2-TZVPD RIJCOSX def2/J DEFGRID3
* xyz 0 1
H -2.036 -3.605 -1.062
H 0.081 0.311 -2.329
O -1.618 -0.938 -1.033
H 3.144 0.495 2.357
H -0.948 2.045 1.097
H 0.471 -0.054 -3.972
H -1.105 0.703 -3.576
C -0.587 1.850 2.094
H -1.819 -3.714 -2.793
C -2.182 -3.065 -1.997
H -3.254 -2.897 -2.093
H 1.322 2.152 3.916
C -1.510 -1.713 -1.957
H 3.736 2.042 2.943
C -0.354 -0.020 -3.265
O 1.305 0.948 1.012
N -0.935 -1.343 -3.158
N 1.653 1.671 3.097
C 3.029 1.231 3.127
C 0.862 1.516 1.996
H 3.271 0.838 4.109
H -0.489 -2.101 -3.644
H -0.896 2.683 2.723
H -1.141 0.964 2.407
*
```

Results of the Löwdin charge analysis, in e, for atoms 1 through 5:
1. H 0.08
2. H 0.08
3. O 0.06
4. H 0.07
5. H 0.08

Record 6
Entry from the OMol25 dataset: 2 unconnected molecules or ions with the total composition C6H14N2O2 (ωB97M-V with the def2-TZVPD basis set).

Properties
- ⟨S²⟩: 0.77
- E_HOMO (spin up / spin down): -13.6 / -13.6 eV
- Max |F|: 1.60 eV/A
- Orbital gap (spin up / spin down): 10.94 / 5.81 eV

Geometry as ORCA input:
```
! wB97M-V def2-TZVPD RIJCOSX def2/J DEFGRID3
* xyz 1 2
H -0.686 3.065 -1.520
H -0.329 -3.567 -0.399
H 1.836 -2.879 -1.241
H -2.341 3.034 -1.187
H 2.500 -0.050 -1.136
H 0.270 -2.870 1.084
H -0.551 0.012 2.711
H -1.062 0.371 0.464
C -1.430 2.479 -0.978
N 1.549 -1.926 -1.256
O 0.124 -0.355 -0.583
C 0.438 -1.559 -0.613
C -1.162 2.450 0.478
H 2.584 -0.795 -2.702
C -0.239 -2.637 0.161
C 2.608 -1.010 -1.632
C -0.927 0.996 2.507
H 3.580 -1.423 -1.396
H -1.286 -2.411 0.361
H -1.511 1.509 -1.373
H -1.789 1.263 3.128
N -1.075 1.189 1.115
O -0.960 3.415 1.185
H -0.141 1.697 2.822
*
```

Results of the Löwdin charge analysis, in e, for atoms 1 through 5:
1. H 0.12
2. H 0.09
3. H 0.14
4. H 0.11
5. H 0.08

Energy relative to the best compared isomer or geometry (same formula, charge and spin), record by record: 22.6, 17.9, 65.8, 65.6, 18.1, 5.4 kcal/mol